a:
Formula: C5H10NOS
Source: OMol25
Level of theory: the ωB97M-V functional and the def2-TZVPD basis

## Properties
SMILES: CN(C)C(=O)CC[S-]
Gap between HOMO and LUMO in eV: 6.0
Charge: -1
E_HOMO in hartree: -0.0942

Geometry as XYZ:
```
18
C5H10NOS the ωB97M-V functional and the def2-TZVPD basis
H 1.7288 -1.3645 0.0387
H -0.0687 3.0866 0.5866
H -0.5915 -1.5060 -1.8861
H -0.6868 2.6488 -0.9421
N -0.1036 0.9832 0.1756
C 0.0465 0.2467 -0.9967
H -1.0336 0.5890 2.0342
H 1.4897 -2.3759 -1.4270
H -1.0332 -1.4673 -0.2008
H -0.0503 -0.7270 1.3977
H -1.6642 2.4060 0.4377
C -0.6214 2.3032 0.0922
H 0.7544 0.6884 2.0340
C 1.0381 -2.0068 -0.5081
C -0.1262 0.3622 1.4761
O 0.3808 0.7948 -2.0317
C -0.2387 -1.2266 -0.8961
S 0.7799 -3.4346 0.6159
```

b:
Formula: C5H10NOS
Source: OMol25
Level of theory: the ωB97M-V functional and the def2-TZVPD basis

## Properties
SMILES: CCC(=O)NCC[S-]
Gap between HOMO and LUMO in eV: 6.0
Charge: -1
E_HOMO in hartree: -0.0936

Geometry as XYZ:
```
18
C5H10NOS the ωB97M-V functional and the def2-TZVPD basis
H 1.2562 -1.0292 -1.5144
N 0.5960 -0.3505 1.2217
C -1.1005 0.7963 -0.2959
S 2.0842 -3.2970 -1.3611
H -1.7334 2.4834 0.5379
C -1.4671 2.2307 -0.4814
H 0.8044 -2.4507 1.0098
C 0.5589 -1.6169 0.3623
H -2.3254 2.3503 -1.1854
H -2.0178 0.2952 0.0906
H -0.5789 2.8165 -0.6849
C -0.1301 0.7310 0.9352
H -0.5540 0.3440 -1.1357
H 2.5054 -1.2755 -0.4387
H 1.1589 -0.3896 1.9696
H -0.5257 -1.6518 0.1251
C 1.5742 -1.7016 -0.8003
O -0.1053 1.7152 1.6455
```

Which one is most stable, and which one is least stable? a is the most stable of them, while b is the least stable.

a:
Formula: C5H12O3
Source: OMol25
Level of theory: the ωB97M-V functional and the def2-TZVPD basis

## Properties
SMILES: C=CCCC=O.O.O
Gap between HOMO and LUMO in eV: 10.3
E_HOMO in hartree: -0.3605

Geometry as XYZ:
```
20
C5H12O3 the ωB97M-V functional and the def2-TZVPD basis
H 1.8639 1.6756 2.8502
O 2.2167 1.4018 1.9938
O -1.0000 3.1078 -3.1897
C -0.6554 -2.3195 0.8118
C -0.0645 -3.0926 -0.0775
H 0.9018 -0.4485 -0.1356
H 3.0709 0.9966 2.1705
H -0.4034 -0.2651 -1.3433
H -0.1991 2.8494 -2.7077
H -2.0281 -0.7068 0.5392
H -0.7645 -2.6682 1.8423
H 0.1966 -4.1305 0.0630
C -0.0695 1.3958 -0.0754
C -0.1205 -0.0899 -0.3094
H -0.7858 -0.4231 1.7163
H -1.2035 2.3463 -3.7530
C -0.9626 -0.8417 0.7323
O 0.2836 2.1664 -0.9305
H 0.1864 -2.7391 -1.0807
H -0.4631 1.7853 0.8834
```

b:
Formula: C5H12O3
Source: OMol25
Level of theory: the ωB97M-V functional and the def2-TZVPD basis

## Properties
Gap between HOMO and LUMO in eV: 7.3
E_HOMO in hartree: -0.2411

Geometry as XYZ:
```
20
C5H12O3 the ωB97M-V functional and the def2-TZVPD basis
C -1.5208 -0.1474 -0.2139
C 0.7079 0.3385 0.1139
H 0.4432 -1.5975 0.9935
H -3.3026 1.0196 0.2947
H 2.9737 -0.9191 1.1205
O 1.0359 0.9597 1.2589
O -1.4551 0.3761 -1.5853
H 1.4267 1.8161 1.0276
C 2.6287 -1.1209 0.1091
C 0.6545 -1.0743 0.0738
H 2.7880 -2.1617 -0.1667
H 3.0851 -0.4569 -0.6234
C -2.2940 0.7833 0.6810
H -1.7888 1.7483 0.8031
H -2.3079 0.7464 -1.8648
H 0.0277 0.9286 -1.5401
H -2.4208 0.3354 1.6699
O 0.8674 1.0784 -0.9764
H -2.0079 -1.1235 -0.2926
H 0.4591 -1.5291 -0.8826
```

c:
Formula: C5H12O3
Source: OMol25
Level of theory: the ωB97M-V functional and the def2-TZVPD basis

## Properties
SMILES: CC(C)CC(=O)O.O
Gap between HOMO and LUMO in eV: 11.3
E_HOMO in hartree: -0.4005

Geometry as XYZ:
```
20
C5H12O3 the ωB97M-V functional and the def2-TZVPD basis
C -0.1455 0.3512 -0.7031
H 0.1806 1.0911 -1.5744
O -4.5140 0.9529 -0.5067
H 2.8729 0.3859 -1.1201
H -4.5749 0.5934 0.3273
O 0.3257 1.1722 1.5735
H 3.1113 -0.7768 0.1782
C -0.6335 1.0399 0.5438
H 0.0941 1.9477 2.2257
C 2.4006 -0.0784 -0.2839
H -0.2966 -1.7587 0.6858
C 1.0135 -0.6564 -0.6349
H 1.4633 -2.1616 1.0969
H 2.4393 0.8331 0.3361
O -1.6667 1.7505 0.7079
H -1.1929 -0.0512 -0.9658
H 1.0401 -1.1198 -1.5552
H 0.8769 -2.8431 -0.3993
C 0.8078 -1.9220 0.2809
H -3.6021 1.2502 -0.2127
```

d:
Formula: C5H12O3
Source: OMol25
Level of theory: the ωB97M-V functional and the def2-TZVPD basis

## Properties
Gap between HOMO and LUMO in eV: 6.4
E_HOMO in hartree: -0.3149

Geometry as XYZ:
```
20
C5H12O3 the ωB97M-V functional and the def2-TZVPD basis
C 0.2792 -0.9086 -0.1155
H -1.5147 -0.3031 -0.6770
C 2.5913 -0.2117 -0.3260
C -1.0563 -0.6519 0.3203
H 4.5602 0.1114 0.3031
H 0.4977 -1.7141 -0.8133
O -2.2755 1.2679 -0.8391
H 3.4385 1.3290 0.8173
H 4.0687 1.3525 -0.8072
O -1.7632 -1.7320 0.7563
C 1.3286 0.0001 0.1406
C 3.7080 0.6937 -0.0222
H -3.0180 0.6249 -0.2856
H -2.8151 1.6717 -1.5189
H -2.6864 -1.2873 0.8697
O -3.6201 -0.1628 0.5648
H -4.5502 0.0168 0.6932
H 2.7908 -1.1825 -0.8090
H 1.1766 0.8372 0.8026
H -1.1401 0.2487 0.9457
```

Which one is most stable, and which one is least stable? a is the most stable of them, while b is the least stable.

a:
Formula: C5H12O3
Source: OMol25
Level of theory: the ωB97M-V functional and the def2-TZVPD basis

## Properties
Gap between HOMO and LUMO in eV: 3.9
E_HOMO in hartree: -0.2793

Geometry as XYZ:
```
20
C5H12O3 the ωB97M-V functional and the def2-TZVPD basis
C 0.4966 -0.6497 0.7843
H 0.4622 -1.8203 -0.8946
H 3.0899 -0.5167 -0.0188
H -2.6102 2.3938 0.7331
O -2.0165 -0.4426 1.6054
H 0.9964 -0.2232 1.6106
H -2.2742 0.4931 1.8690
C 1.1528 -1.1415 -0.3212
O -2.4717 2.5080 -0.3775
C 2.5013 -1.1144 -0.6566
O -2.8368 1.9557 2.0273
H -1.3014 -0.8882 -0.4059
H 3.2977 -2.7327 -1.7488
H -2.6104 3.3882 -0.7559
H -1.1933 0.7518 0.1852
H -3.2728 2.6214 2.6422
C 3.1663 -1.6718 -1.8811
H 2.4527 -1.6537 -2.7633
C -1.0239 -0.2943 0.5187
H 3.9954 -0.9628 -2.1522
```

b:
Formula: C5H12O3
Source: OMol25
Level of theory: the ωB97M-V functional and the def2-TZVPD basis

## Properties
SMILES: CO[C@H](C)C(C)(O)O
Gap between HOMO and LUMO in eV: 10.3
E_HOMO in hartree: -0.3524

Geometry as XYZ:
```
20
C5H12O3 the ωB97M-V functional and the def2-TZVPD basis
H 2.0146 -0.9857 0.4621
H -0.2504 -2.1288 -1.1249
C 0.3479 -0.0013 -2.0726
H 0.2809 1.0442 -2.3840
H 1.3104 -0.5366 2.0449
C -0.4573 -0.2491 -0.8098
H 2.8278 0.1783 1.4938
H -0.6796 1.2417 2.3585
C 1.8412 -0.1636 1.1639
O 1.1853 0.9227 0.5402
H -2.1419 0.8046 1.4408
H 1.3997 -0.2634 -1.9316
H -2.4372 -0.3996 -0.4320
C -1.0784 0.5900 1.5750
O -1.9220 -0.0546 -1.1777
H -0.5657 1.7944 -0.1257
O -0.3228 -1.5583 -0.3427
C -0.3168 0.8101 0.2768
H -0.9889 -0.4365 1.9394
H -0.0468 -0.6085 -2.8945
```

Which one is most stable, and which one is least stable? b is the most stable of them, while a is the least stable.

a:
Formula: C5H7NO4
Source: OMol25
Level of theory: the ωB97M-V functional and the def2-TZVPD basis

## Properties
SMILES: [H]/N=C(\O)C(=O)C(=O)COC
Gap between HOMO and LUMO in eV: 9.5
E_HOMO in hartree: -0.3737

Geometry as XYZ:
```
17
C5H7NO4 the ωB97M-V functional and the def2-TZVPD basis
H 0.6882 0.2799 -1.2423
O -2.3896 -0.8164 0.0347
C 0.7523 -0.5755 -0.5392
O -3.1450 1.4248 1.5427
N -1.3484 2.4565 0.7528
O 2.0551 -0.8199 -0.1399
H -2.0282 2.8199 1.6947
C -1.5859 0.0441 0.2840
H 2.9399 -0.3801 -1.9719
H 0.2990 -1.4495 -1.0512
O 0.2500 -0.2258 1.7852
C -2.0476 1.4650 0.4566
H -3.6899 0.6304 1.4389
H 2.5581 -2.1098 -1.6817
C -0.1200 -0.2463 0.6398
C 2.9040 -1.1756 -1.2088
H 3.9079 -1.3215 -0.7944
```

b:
Formula: C5H7NO4
Source: OMol25
Level of theory: the ωB97M-V functional and the def2-TZVPD basis

## Properties
Gap between HOMO and LUMO in eV: 9.2
E_HOMO in hartree: -0.3312

Geometry as XYZ:
```
17
C5H7NO4 the ωB97M-V functional and the def2-TZVPD basis
H -2.6098 1.7686 -1.0499
O -1.2430 1.7778 -1.2611
O 1.2174 0.7188 0.2794
C -0.9200 -0.3030 0.9912
H 1.0910 -0.5890 1.9205
N -2.8387 1.0393 0.1592
H 2.7694 -0.5728 -0.1206
H -0.1809 -2.3709 0.6202
C 2.4582 0.4894 -0.1664
H 0.5329 -1.7056 -1.5663
H -1.4000 -0.6267 1.9145
C -0.1640 -1.3562 0.2166
C -1.6526 0.7881 0.3393
O 3.1681 1.3887 -0.5178
H -0.6029 1.1215 -1.5874
O -0.2171 -1.2569 -1.1625
C 0.5922 -0.3112 0.9912
```

Which one is most stable, and which one is least stable? a is the most stable of them, while b is the least stable.

a:
Formula: C2H4NO3
Source: OMol25
Level of theory: the ωB97M-V functional and the def2-TZVPD basis

## Properties
Gap between HOMO and LUMO (alpha / beta) in eV: 7.5 / 7.5
Charge: +1
E_HOMO (alpha / beta) in hartree: -0.5637 / -0.5638

Geometry as XYZ:
```
10
C2H4NO3 the ωB97M-V functional and the def2-TZVPD basis
O 0.1466 -0.8905 -0.2573
O -3.1567 -0.1700 0.4489
H 1.4712 0.3535 0.7333
H 0.8412 0.8600 1.3773
N -2.0740 0.0338 0.1198
O -1.4483 1.0428 -0.5372
H 2.1185 -1.1829 -0.4988
H 1.4867 0.4152 -1.1602
C -0.7622 -0.0713 0.2030
C 1.3769 -0.3906 -0.4288
```

b:
Formula: C2H4NO3
Source: OMol25
Level of theory: the ωB97M-V functional and the def2-TZVPD basis

## Properties
Gap between HOMO and LUMO (alpha / beta) in eV: 9.3 / 8.4
Charge: +1
E_HOMO (alpha / beta) in hartree: -0.6068 / -0.6103

Geometry as XYZ:
```
10
C2H4NO3 the ωB97M-V functional and the def2-TZVPD basis
C -0.6716 -0.2008 -0.0184
O 1.9402 -0.4495 -3.6048
H 0.0098 0.2671 0.7014
H -1.6787 0.2225 0.0296
H 2.4129 0.4428 -0.2691
C 0.9089 0.2995 -1.7062
O -0.2065 -0.0272 -1.3398
N 1.2186 0.3945 -3.2139
O 0.6706 1.3117 -3.7151
H -0.7458 -1.2774 0.1782
```

Which one is most stable, and which one is least stable? b is the most stable of them, while a is the least stable.

a:
Formula: C2H2N2O3S
Source: OMol25
Level of theory: the ωB97M-V functional and the def2-TZVPD basis

## Properties
Gap between HOMO and LUMO in eV: 9.5
E_HOMO in hartree: -0.3659

Geometry as XYZ:
```
10
C2H2N2O3S the ωB97M-V functional and the def2-TZVPD basis
N -0.1799 -1.8300 -0.3727
O -0.2418 0.0061 -1.2002
S -2.2115 0.4776 0.0511
O -1.6244 0.0438 1.2861
O -2.0328 1.8394 -0.2211
C 0.7462 0.4554 -0.5070
N 0.7699 -1.6206 0.2113
C 1.4707 -0.4937 0.2933
H 0.9929 1.5861 -0.5624
H 2.3108 -0.4642 1.0215
```

b:
Formula: C2H2N2O3S
Source: OMol25
Level of theory: the ωB97M-V functional and the def2-TZVPD basis

## Properties
Gap between HOMO and LUMO in eV: 9.9
E_HOMO in hartree: -0.3622

Geometry as XYZ:
```
10
C2H2N2O3S the ωB97M-V functional and the def2-TZVPD basis
S 0.4509 -1.7150 -0.4481
H 0.7416 1.7767 0.0671
C 1.0250 0.6555 0.2169
O 0.6295 -2.4628 -1.6294
O 0.9787 0.0071 -0.8745
C -1.2144 0.9828 0.4890
H -1.3804 1.8484 1.1352
O 1.1975 0.1548 1.3036
N -1.3509 -0.1254 0.1684
N -1.0774 -1.1220 -0.4281
```

Which one is most stable, and which one is least stable? a is the most stable of them, while b is the least stable.

a:
Formula: C4H8Si
Source: OMol25
Level of theory: the ωB97M-V functional and the def2-TZVPD basis

## Properties
SMILES: C=[SiH2].C#CC
Gap between HOMO and LUMO in eV: 9.1
E_HOMO in hartree: -0.3178

Geometry as XYZ:
```
13
C4H8Si the ωB97M-V functional and the def2-TZVPD basis
H 4.0630 -0.0109 1.2571
H -1.5174 1.5650 1.0372
H -2.3099 0.0973 1.4768
H 2.8106 -0.6265 2.2642
C -1.7864 -0.4719 -1.4574
C 2.9784 -0.2467 1.2668
C -1.7207 -0.0902 -0.3467
Si 2.1088 0.0204 -0.1836
C -1.5581 0.5001 0.9509
H 0.6029 0.0223 -0.2640
H -1.8536 -0.9792 -2.4558
H -0.6543 0.1016 1.3129
H 2.7807 0.6399 -1.4855
```

b:
Formula: C4H8Si
Source: OMol25
Level of theory: the ωB97M-V functional and the def2-TZVPD basis

## Properties
Gap between HOMO and LUMO (alpha / beta) in eV: 8.0 / 8.1
E_HOMO (alpha / beta) in hartree: -0.3136 / -0.3049

Geometry as XYZ:
```
13
C4H8Si the ωB97M-V functional and the def2-TZVPD basis
C -0.6214 0.6778 0.3277
H 0.3507 -1.7884 -1.1498
H 1.6790 1.2981 -3.6029
H -1.2777 -1.4292 1.6147
C 1.2146 0.6080 -3.0537
C 0.4090 -0.1566 -2.4588
H -1.5922 0.9404 -0.2613
H -1.3075 -1.3299 -1.8676
H -1.1088 0.3285 3.1135
Si -0.5394 -0.2620 1.9349
C -0.2626 -1.0556 -1.6581
H 0.8223 -0.5900 2.0948
H 0.1855 1.4370 0.0335
```

Which one is most stable, and which one is least stable? a is the most stable of them, while b is the least stable.

a:
Formula: C2H3NO3
Source: OMol25
Level of theory: the ωB97M-V functional and the def2-TZVPD basis

## Properties
Gap between HOMO and LUMO (alpha / beta) in eV: 7.7 / 7.9
E_HOMO (alpha / beta) in hartree: -0.3099 / -0.3166

Geometry as XYZ:
```
9
C2H3NO3 the ωB97M-V functional and the def2-TZVPD basis
N 1.7136 0.0243 0.5550
H -2.1044 0.0042 -0.0369
O -0.4810 -1.9886 -0.2561
C -0.3454 -0.8320 -0.2643
O 2.8218 -0.4061 0.3113
C -1.1775 0.3755 -0.3058
H -0.6372 1.0416 0.2948
H -1.1148 0.7161 -1.3506
O 1.3250 1.0649 1.0527
```

b:
Formula: C2H3NO3
Source: OMol25
Level of theory: the ωB97M-V functional and the def2-TZVPD basis

## Properties
SMILES: O=CN(O)C=O
Gap between HOMO and LUMO in eV: 10.4
E_HOMO in hartree: -0.3720

Geometry as XYZ:
```
9
C2H3NO3 the ωB97M-V functional and the def2-TZVPD basis
O 1.0360 0.9616 -1.6302
C 0.8413 0.9332 -0.4486
C -0.8416 -0.8414 -0.4766
O -0.2868 0.2841 1.4911
N 0.0083 0.0751 0.1650
H -1.5261 -1.3223 0.2473
O -0.7791 -1.0971 -1.6304
H 1.4230 1.5165 0.3847
H 0.1249 -0.5096 1.8977
```

c:
Formula: C2H3NO3
Source: OMol25
Level of theory: the ωB97M-V functional and the def2-TZVPD basis

## Properties
SMILES: N#CC(O)(O)O
Gap between HOMO and LUMO in eV: 12.2
E_HOMO in hartree: -0.4334

Geometry as XYZ:
```
9
C2H3NO3 the ωB97M-V functional and the def2-TZVPD basis
H -0.7853 0.2987 1.4413
C 2.0212 -0.1430 0.0943
C 0.5219 -0.1601 0.0326
N 3.1528 -0.0392 0.1023
H 0.1625 1.0532 -1.4540
O -0.2475 0.8408 -0.6700
O 0.1533 -0.0570 1.4344
H -0.4856 -1.6867 0.2180
O 0.0647 -1.3891 -0.4640
```

d:
Formula: C2H3NO3
Source: OMol25
Level of theory: the ωB97M-V functional and the def2-TZVPD basis

## Properties
Gap between HOMO and LUMO (alpha / beta) in eV: 8.5 / 8.5
E_HOMO (alpha / beta) in hartree: -0.3047 / -0.3045

Geometry as XYZ:
```
9
C2H3NO3 the ωB97M-V functional and the def2-TZVPD basis
H -0.5858 0.9854 2.2319
O 0.1015 -0.4061 -1.4123
O -0.7253 0.2670 1.6011
N 0.3952 0.3245 0.7594
O -0.4111 1.8064 -1.9181
C 0.3844 -0.8781 -0.0825
H 1.3675 -1.3663 -0.0892
C -0.1287 0.8568 -1.3062
H -0.3977 -1.5896 0.2158
```

Which one is most stable, and which one is least stable? c is the most stable of them, while a is the least stable.